Entry 1:
C11H33FeO11 as an isolated structure at a distorted geometry, computed with the ωB97M-V functional and the def2-TZVPD basis.

Structure (XYZ):
```
56
Properties=species:S:1:pos:R:3
Fe -2.417 -0.705 3.485
C -0.537 -0.418 0.843
O -0.830 -0.839 2.136
H -0.113 0.585 0.804
H 0.233 -1.090 0.463
H -1.403 -0.448 0.183
C -4.318 3.483 -1.677
C -2.744 3.294 -1.632
O -2.476 2.109 -0.794
O -4.743 4.546 -2.553
H -4.646 3.744 -0.671
H -4.793 2.549 -1.979
H -2.381 4.269 -1.306
H -2.304 3.000 -2.584
H -1.519 2.069 -0.722
H -5.539 4.914 -2.162
C -1.062 -4.087 -0.800
C -1.559 -3.537 -2.098
O -2.963 -3.347 -2.204
O -1.699 -5.360 -0.471
H -1.274 -3.332 -0.043
H 0.017 -4.202 -0.701
H -1.130 -4.014 -2.980
H -1.134 -2.533 -2.086
H -3.128 -3.202 -3.139
H -2.631 -5.235 -0.662
C 1.948 -1.581 -2.206
C 2.306 -0.129 -1.870
O 3.292 0.337 -2.830
O 1.018 -1.812 -3.281
H 1.387 -1.979 -1.360
H 2.799 -2.234 -2.397
H 2.708 -0.085 -0.858
H 1.344 0.376 -1.787
H 4.091 0.167 -2.326
H 1.561 -1.987 -4.053
C 1.558 3.681 2.311
C 0.673 3.704 1.090
O -0.740 3.387 1.336
O 1.297 4.732 3.201
H 2.630 3.843 2.197
H 1.338 2.827 2.953
H 1.117 2.954 0.435
H 0.793 4.710 0.688
H -0.635 2.708 2.007
H 1.753 4.524 4.020
C 3.310 -2.143 2.351
C 1.964 -2.625 2.855
O 1.276 -1.735 3.721
O 3.303 -0.966 1.554
H 3.759 -2.871 1.675
H 4.019 -2.042 3.173
H 2.179 -3.507 3.459
H 1.400 -2.888 1.960
H 0.555 -1.357 3.212
H 3.089 -0.222 2.122
```

2S+1   5
Total charge   +1
HOMO (spin up / spin down)   -12.16 / -12.16 eV
E_LUMO (spin up / spin down)   -7.5 / -7.6 eV

***

Entry 2:
A 11-piece molecular cluster, C11H33N11O22 overall at a distorted geometry, computed with the ωB97M-V functional and the def2-TZVPD basis.

Structure (XYZ):
```
77
Properties=species:S:1:pos:R:3
C 1.596 4.020 -1.311
N 1.274 3.670 -2.682
O 2.046 3.002 -3.337
O 0.126 3.869 -3.082
H 2.633 3.754 -1.109
H 1.040 3.400 -0.607
H 1.520 5.101 -1.195
C 3.674 0.705 -1.728
N 3.589 -0.789 -1.901
O 3.512 -1.223 -3.044
O 3.719 -1.519 -0.849
H 3.414 1.142 -2.692
H 4.679 0.764 -1.309
H 2.956 1.102 -1.011
C -1.652 -4.348 -0.876
N -2.191 -4.179 0.516
O -2.392 -5.170 1.170
O -2.305 -3.036 0.982
H -2.543 -4.504 -1.485
H -0.970 -5.183 -1.035
H -1.107 -3.436 -1.121
C 3.058 -4.044 1.104
N 1.713 -3.353 0.881
O 1.085 -3.547 -0.135
O 1.440 -2.613 1.768
H 3.763 -3.280 1.432
H 3.427 -4.430 0.154
H 2.771 -4.859 1.767
C -2.346 -4.077 -4.429
N -1.789 -2.748 -4.148
O -2.238 -1.803 -4.810
O -0.956 -2.632 -3.290
H -3.400 -3.807 -4.492
H -2.056 -4.653 -3.551
H -1.846 -4.594 -5.248
C -0.860 -2.437 4.652
N -1.140 -0.921 4.477
O -0.561 -0.415 3.516
O -1.794 -0.308 5.307
H 0.044 -2.741 4.125
H -1.738 -2.918 4.220
H -0.791 -2.679 5.712
C 2.315 0.540 2.067
N 2.858 1.811 1.649
O 2.248 2.826 1.703
O 3.972 1.696 1.196
H 3.136 -0.033 2.499
H 1.961 0.062 1.153
H 1.507 0.729 2.773
C -1.055 5.028 1.762
N -2.002 5.320 0.681
O -2.055 6.455 0.392
O -2.743 4.471 0.284
H -0.507 5.938 2.006
H -0.387 4.372 1.204
H -1.531 4.518 2.600
C -2.838 1.973 3.080
N -3.115 2.927 4.268
O -2.944 2.392 5.318
O -3.494 4.062 4.028
H -3.274 2.554 2.267
H -3.294 1.011 3.315
H -1.750 1.919 3.036
C -0.950 -0.555 -0.114
N -0.483 0.859 -0.039
O 0.494 1.121 -0.752
O -1.096 1.659 0.661
H -0.660 -0.883 -1.113
H -2.034 -0.483 -0.034
H -0.510 -1.217 0.631
C 0.570 0.436 -3.970
N -0.820 0.934 -4.017
O -1.159 1.552 -5.079
O -1.528 0.834 -3.024
H 1.022 0.895 -3.090
H 1.312 0.636 -4.743
H 0.430 -0.643 -3.906
```

2S+1   1
SMILES   C[N+](=O)[O-].C[N+](=O)[O-].C[N+](=O)[O-].C[N+](=O)[O-].C[N+](=O)[O-].C[N+](=O)[O-].C[N+](=O)[O-].C[N+](=O)[O-].C[N+](=O)[O-].C[N+](=O)[O-].C[N+](=O)[O-]
Total charge   0
HOMO   -10.42 eV
E_LUMO   -0.5 eV
Relative energy (zero: lowest compared OMol25 entry of this formula, charge and spin)   51.05 kcal per mole

***

Entry 3:
A 6-piece molecular cluster, C11H34BrN8O5 overall at a distorted geometry, computed with the ωB97M-V functional and the def2-TZVPD basis.

Structure (XYZ):
```
59
Properties=species:S:1:pos:R:3
Br -1.086 2.044 0.826
C 1.438 -1.908 5.995
C 2.721 -1.783 5.323
C 3.766 -2.846 5.768
O 4.971 -2.495 5.092
C 6.048 -3.220 5.661
N 2.511 -1.934 3.935
H 0.796 -1.104 5.636
H 1.492 -1.806 7.078
H 0.737 -2.676 5.668
H 3.103 -0.806 5.618
H 3.395 -3.854 5.585
H 3.936 -2.701 6.835
H 6.987 -3.115 5.117
H 5.778 -4.268 5.531
H 6.312 -2.936 6.680
H 3.464 -1.841 3.614
H 2.103 -1.084 3.573
C -4.455 2.245 -5.512
C -3.016 1.689 -5.789
C -2.762 1.767 -7.315
O -1.593 1.024 -7.642
C -1.431 0.880 -9.040
N -2.059 2.552 -5.073
H -4.636 3.304 -5.698
H -4.838 2.096 -4.503
H -5.149 1.725 -6.173
H -2.916 0.672 -5.411
H -2.903 2.705 -7.853
H -3.620 1.273 -7.770
H -0.908 1.811 -9.258
H -2.420 0.807 -9.492
H -0.865 -0.042 -9.177
H -1.998 2.101 -4.171
H -1.126 2.501 -5.456
C -5.437 -0.672 4.311
O -6.306 -1.316 4.798
N -5.085 0.497 4.687
N -4.640 -1.165 3.545
H -5.602 0.826 5.489
H -4.324 0.993 4.245
H -3.880 -0.524 3.365
H -4.686 -2.056 3.072
C -0.174 -3.164 -3.135
O 0.329 -3.866 -2.314
N -0.652 -1.978 -2.919
N -0.386 -3.513 -4.336
H -0.704 -1.727 -1.942
H -0.750 -1.286 -3.649
H -0.770 -2.793 -4.932
H 0.302 -4.186 -4.641
C 4.351 4.663 2.080
O 5.336 5.231 2.321
N 4.189 3.978 0.981
N 3.314 4.537 2.962
H 4.781 4.021 0.165
H 3.244 3.622 1.005
H 3.349 5.006 3.855
H 2.424 4.094 2.783
```

2S+1   1
Total charge   -1
HOMO   -4.35 eV
E_LUMO   2.1 eV
Relative energy (zero: lowest compared OMol25 entry of this formula, charge and spin)   126.30 kcal per mole

***

Entry 4:
C11H35CoN8O6 as an isolated structure at a distorted geometry, computed with the ωB97M-V functional and the def2-TZVPD basis.

Structure (XYZ):
```
61
Properties=species:S:1:pos:R:3
Co -15.744 22.567 9.436
O -17.557 22.650 9.202
H -18.179 23.329 8.919
C -20.459 20.675 5.686
C -19.008 20.245 5.840
C -18.479 19.506 4.609
O -18.799 18.152 4.771
C -18.531 17.365 3.606
N -18.153 21.422 6.106
H -20.678 21.284 4.809
H -20.766 21.293 6.537
H -21.104 19.798 5.731
H -18.988 19.520 6.659
H -17.387 19.682 4.624
H -18.831 19.916 3.656
H -17.590 17.725 3.176
H -19.375 17.463 2.927
H -18.337 16.342 3.917
H -17.314 21.031 6.541
H -18.526 21.910 6.920
C -19.406 20.116 11.380
C -20.493 20.179 10.301
C -21.389 21.385 10.520
O -22.259 21.516 9.432
C -23.038 22.686 9.431
N -19.728 20.331 9.039
H -18.622 20.860 11.273
H -18.895 19.153 11.287
H -19.873 20.163 12.368
H -21.137 19.300 10.342
H -20.798 22.302 10.701
H -21.929 21.313 11.483
H -24.017 22.429 9.009
H -22.632 23.449 8.758
H -23.269 23.125 10.404
H -20.334 20.761 8.345
H -19.064 21.072 9.267
C -20.670 25.506 9.234
O -20.728 25.472 10.453
N -19.629 24.887 8.570
N -21.581 26.150 8.448
H -18.929 24.484 9.157
H -19.479 24.913 7.577
H -22.350 26.580 8.929
H -21.648 25.925 7.473
C -18.138 24.222 12.874
O -16.977 24.603 12.731
N -18.643 23.229 12.068
N -18.996 24.823 13.741
H -18.141 23.184 11.203
H -19.550 22.832 12.204
H -18.613 25.573 14.286
H -19.939 24.539 13.925
C -16.012 19.452 9.264
O -15.689 20.649 9.037
N -15.833 18.893 10.480
N -16.628 18.697 8.330
H -15.968 17.902 10.578
H -15.640 19.445 11.295
H -16.525 17.702 8.422
H -16.972 19.135 7.495
```

2S+1   4
Total charge   +1
HOMO (spin up / spin down)   -11.81 / -11.80 eV
E_LUMO (spin up / spin down)   -5.2 / -5.6 eV
Relative energy (zero: lowest compared OMol25 entry of this formula, charge and spin)   78.26 kcal per mole

***

Q: The highest 2S+1 belongs to which entry?
A: C11H33FeO11